Below is a structure of composition C35H48BN2O4ReS, with properties calculated with ωB97M-V/def2-TZVPD.

Each line ends with the Löwdin spin population.
Geometry (Å):
Re  1.415674  -2.360694  0.842376  1.011
C  5.957803  -0.123247  -0.146153  0.002
C  4.983770  -1.033638  0.527277  0.000
C  4.693044  -0.837168  1.896629  -0.028
C  3.913503  -1.707166  2.608015  -0.007
C  3.724667  -1.574148  4.089702  0.001
C  3.299464  -2.835446  1.936636  0.005
C  3.600574  -3.051218  0.528819  -0.009
C  3.486442  -4.427761  -0.086686  -0.015
C  4.446794  -2.113620  -0.127193  -0.025
H  6.917676  -0.163025  0.369529  0.000
H  5.603362  0.905151  -0.106420  0.001
H  6.111645  -0.410798  -1.182580  0.000
H  5.167482  -0.008574  2.402434  -0.001
H  4.568318  -2.031954  4.606142  0.000
H  2.817363  -2.084218  4.403793  0.000
H  3.681960  -0.527924  4.381711  0.000
H  3.148856  -3.727691  2.561356  0.005
H  4.443380  -4.942561  -0.007375  -0.003
H  3.222293  -4.341715  -1.137747  0.000
H  2.726623  -5.022100  0.416195  -0.001
H  4.725709  -2.312645  -1.150074  -0.002
C  -3.677315  -3.720535  -1.114432  0.000
C  -3.957430  -2.324262  -0.553581  0.000
C  -5.469474  -2.093352  -0.462090  0.000
C  -3.318120  -2.149424  0.802376  0.001
C  -3.477551  -3.149884  1.752039  0.000
C  -2.859103  -3.077783  2.981609  0.001
C  -2.096234  -1.969568  3.286272  0.001
C  -1.918288  -0.928756  2.380465  0.001
C  -1.078312  0.226843  2.902850  0.001
C  -1.569791  1.625699  2.515285  0.001
C  0.412804  0.062400  2.560777  0.003
C  -2.530519  -1.031561  1.122237  0.000
N  -2.297361  -0.033872  0.145998  0.000
B  -1.057594  0.343754  -0.456543  0.002
N  -1.317112  1.498408  -1.261450  0.001
C  -2.687123  1.664522  -1.241893  0.000
C  -3.270223  0.753802  -0.419888  0.000
C  -0.462490  2.499818  -1.799636  0.000
C  -0.706814  3.853352  -1.480938  0.000
C  0.111274  4.822852  -2.044647  0.000
C  1.159246  4.486860  -2.875918  0.000
C  1.423297  3.155648  -3.131978  0.000
C  0.630058  2.145144  -2.604184  0.000
C  1.019502  0.719333  -2.928193  0.000
C  2.326445  0.374567  -2.196260  0.000
C  1.193547  0.513736  -4.436623  0.000
C  -1.772130  4.316035  -0.507751  0.000
C  -2.871855  5.105704  -1.223937  0.000
C  -1.166764  5.165975  0.613689  0.000
H  -3.869075  -3.731137  -2.183510  0.000
H  -4.314229  -4.465827  -0.646936  0.000
H  -2.636389  -3.986625  -0.950583  0.000
H  -3.526384  -1.601021  -1.249483  0.000
H  -5.913254  -2.809314  0.225356  0.000
H  -5.925714  -2.226648  -1.440498  0.000
H  -5.701787  -1.092189  -0.102258  0.000
H  -4.070304  -4.016795  1.510854  0.000
H  -2.964377  -3.877866  3.697731  0.000
H  -1.624340  -1.906339  4.254855  0.000
H  -1.163870  0.159422  3.993632  0.000
H  -1.216883  1.916783  1.529063  0.000
H  -1.203778  2.355421  3.234769  0.000
H  -2.656633  1.659033  2.524869  0.000
H  0.644489  0.532891  1.610892  0.000
H  0.690350  -1.026928  2.509816  0.005
H  1.036648  0.526685  3.320308  -0.001
H  -3.168748  2.398262  -1.854301  0.000
H  -4.310778  0.646632  -0.189832  0.000
H  -0.074860  5.861910  -1.825851  0.000
H  1.775412  5.253970  -3.315124  0.000
H  2.253697  2.895372  -3.764718  0.000
H  0.240339  0.029325  -2.601474  0.000
H  3.138311  1.012974  -2.537061  0.000
H  2.598408  -0.663636  -2.372827  0.000
H  2.218407  0.512146  -1.122535  0.000
H  2.135532  0.926009  -4.791585  0.000
H  0.378712  0.984527  -4.981366  0.000
H  1.181197  -0.549732  -4.663023  0.000
H  -2.235215  3.447528  -0.030943  0.000
H  -2.475961  6.028171  -1.639097  0.000
H  -3.661443  5.357375  -0.520242  0.000
H  -3.306137  4.532045  -2.038905  0.000
H  -0.847121  6.138271  0.251974  0.000
H  -0.311488  4.666196  1.061430  0.000
H  -1.913778  5.328990  1.385736  0.000
O  -1.100284  -1.900945  -1.990114  0.004
S  -0.178011  -1.941615  -0.925823  0.011
O  -0.556963  -2.639320  0.302059  0.004
O  0.084203  -0.444482  -0.391213  0.016
O  1.181126  -2.412814  -1.234083  0.015

Forces on atoms 1 to 6 (eV/Å):
Re 2.04 0.18 1.32
C -0.02 -0.02 -0.04
C -0.02 -0.13 0.11
C -0.09 -0.14 -0.12
C -0.56 -0.11 -0.18
C 0.03 0.00 -0.18

Spin multiplicity: 2
E_LUMO (alpha / beta) in eV: -5.243 / -4.565
E_HOMO (alpha / beta) in eV: -10.216 / -10.222
HOMO-LUMO gap (alpha / beta) in eV: 4.97 / 5.66
Charge: +1
Calculated total energy in a.u.: -2274.0042

***

Below is a structure of composition C35H48BrF6InN4OSSbSe, with properties calculated with ωB97M-V/def2-TZVPD.

Each line ends with the Löwdin spin population.
Geometry (Å):
In  0.495466  -0.128275  1.272465  0.007
Br  3.420761  -1.926700  2.903718  0.090
C  2.373990  -1.028107  4.205519  0.199
C  3.142530  -0.655474  5.349374  0.035
C  2.612877  -0.368455  6.581618  0.083
C  1.189683  -0.559238  6.763185  0.144
C  0.368074  -0.782353  5.666386  0.001
C  -1.043952  -1.112374  5.807763  0.148
C  -1.807267  -1.224368  4.706822  0.029
C  -1.306110  -1.006889  3.446458  0.095
C  0.056777  -0.759858  3.262895  0.139
C  0.963205  -0.869964  4.320667  0.011
H  4.260237  -0.710025  5.354129  -0.001
H  3.299778  -0.237519  7.428062  0.002
H  0.691913  -0.470929  7.757216  0.004
H  -1.572690  -1.107710  6.775486  0.005
H  -2.886349  -1.410964  4.805009  -0.001
H  -2.023970  -0.973045  2.618780  0.002
F  -1.082419  -2.114480  0.306511  0.001
Sb  -2.377079  -3.530317  0.875865  0.000
F  -2.982526  -3.530408  -0.964391  0.000
F  -1.164126  -5.027806  0.471319  0.000
F  -3.805176  -4.682729  1.460628  0.000
F  -1.388594  -3.566379  2.539370  0.006
F  -3.451598  -2.025603  1.484963  0.000
C  3.177146  3.924818  -3.998472  0.000
C  3.008766  2.798500  -5.017255  0.000
C  2.746373  1.364196  -4.531083  0.000
C  1.380242  1.259643  -3.759821  0.000
N  1.146114  -0.118419  -3.413603  0.000
C  1.488043  -0.713916  -2.207117  0.000
Se  2.220085  0.264096  -0.724212  -0.001
N  0.823868  -1.899222  -2.067787  0.000
C  1.391658  -3.086609  -1.283719  0.000
C  1.735299  -4.328653  -2.089136  0.000
C  3.168769  -4.326474  -2.671156  0.000
C  4.281016  -4.396437  -1.614806  0.000
C  -0.013388  -2.045207  -3.185806  0.000
C  -0.979658  -2.988813  -3.376691  0.000
C  -1.852350  -2.782543  -4.460973  0.000
C  -1.558023  -1.774364  -5.393893  0.000
C  -0.547066  -0.811497  -5.188872  0.000
C  0.176371  -0.954641  -4.034083  0.000
H  3.424517  4.838531  -4.608524  0.000
H  3.940682  3.771431  -3.304886  0.000
H  2.249234  4.103494  -3.394504  0.000
H  3.949514  2.702443  -5.577535  0.000
H  2.236682  3.037024  -5.761264  0.000
H  3.520125  0.901131  -3.936254  0.000
H  2.737855  0.618416  -5.316040  0.000
H  0.560920  1.584547  -4.394912  0.000
H  1.401027  1.896106  -2.869584  0.000
H  0.576738  -3.319738  -0.574679  0.000
H  2.203047  -2.578430  -0.763648  0.000
H  0.939123  -4.657268  -2.858816  0.000
H  1.597140  -5.046336  -1.305931  0.000
H  3.221870  -3.436735  -3.287833  0.000
H  3.233271  -5.242896  -3.257799  0.000
H  5.023877  -3.567305  -1.724349  0.000
H  4.904970  -5.297810  -1.736859  0.000
H  3.882207  -4.348470  -0.579364  0.000
H  -1.144343  -3.794315  -2.672811  0.000
H  -2.779040  -3.393932  -4.535497  0.000
H  -2.056122  -1.767330  -6.390178  0.000
H  -0.370834  -0.024314  -5.920615  0.000
N  -1.191198  0.885957  0.454751  0.000
C  -2.206471  1.111108  -0.154227  0.000
N  -3.428599  1.277203  -0.558965  0.000
C  -4.250002  0.168983  -1.170285  0.000
C  -5.422424  -0.052060  -0.314626  0.000
C  -6.310190  1.189820  -0.140692  0.000
C  -5.492218  2.425623  0.345650  0.000
C  -4.156286  2.556797  -0.415297  0.000
H  -3.635083  -0.730518  -1.164595  0.000
H  -4.529148  0.542999  -2.205616  0.000
H  -5.172068  -0.549308  0.635045  0.000
H  -6.082653  -0.801350  -0.850680  0.000
H  -7.092892  1.019940  0.605311  0.000
H  -6.913013  1.372712  -1.018193  0.000
H  -5.281917  2.369386  1.411779  0.000
H  -6.069388  3.335048  0.215489  0.000
H  -3.563947  3.322328  0.135977  0.000
H  -4.251948  2.984584  -1.432586  0.000
C  1.234032  4.429247  0.893422  0.000
C  0.053644  4.131812  1.810843  0.000
S  0.499208  2.906800  3.125067  0.000
O  1.321904  1.782172  2.272458  0.002
C  1.701300  3.956908  3.969119  0.000
C  2.903253  3.244103  4.558911  0.000
H  0.917099  4.923787  -0.042294  0.000
H  1.695006  3.490285  0.607998  0.000
H  2.032009  5.085398  1.310835  0.000
H  -0.800765  3.684483  1.252020  0.000
H  -0.359543  5.051902  2.322109  0.000
H  1.080998  4.399955  4.778048  0.000
H  1.940920  4.729934  3.230533  0.000
H  2.667096  2.400606  5.158922  0.000
H  3.515551  3.947965  5.193778  0.000
H  3.618577  2.852657  3.770544  0.000

Forces on atoms 1 to 6 (eV/Å):
In 0.93 0.38 -0.61
Br -1.20 0.73 0.07
C 0.96 0.49 1.59
C 1.49 -0.31 0.09
C -1.42 -0.82 0.27
C 0.30 0.64 0.65

Spin multiplicity: 2
E_LUMO (alpha / beta) in eV: -6.200 / -8.771
E_HOMO (alpha / beta) in eV: -13.314 / -13.315
HOMO-LUMO gap (alpha / beta) in eV: 7.11 / 4.54
Charge: +2
Calculated total energy in a.u.: -8059.4739

***

Below is a cluster of 3 separate species, C35H48FN3O6S in total, with properties calculated with ωB97M-V/def2-TZVPD.

Each line ends with the Löwdin charge.
Geometry (Å):
C  6.986778  -0.114631  0.760863  -0.081
C  5.842141  0.119806  -0.381057  -0.231
N  5.015961  1.350817  -0.076077  -0.097
C  3.693358  0.994270  0.513770  -0.184
C  3.807548  0.385430  2.025039  -0.080
C  2.305511  -0.115561  2.372227  -0.047
C  1.930309  -1.482585  2.369793  -0.128
N  2.865737  -2.600418  2.095803  0.119
C  3.090173  -2.608304  0.822397  -0.591
S  3.514287  -3.035784  -0.733453  0.725
C  0.378896  -1.807400  2.686367  -0.220
O  -0.024190  -2.858001  3.228983  0.077
C  -0.681228  -0.687240  2.205069  -0.001
C  -2.113482  -0.999028  1.712599  -0.042
C  -2.664245  -2.487446  1.590823  -0.137
C  -1.885877  -3.408306  0.542970  -0.152
C  -0.587971  -3.041898  -0.211868  -0.025
C  0.086553  -4.056039  -1.203242  -0.069
C  -0.490490  -5.493359  -1.466736  -0.065
C  -1.802366  -5.844690  -0.719788  -0.079
C  -2.477531  -4.837194  0.240408  -0.030
C  -3.039324  0.215108  1.323843  -0.110
N  -4.440609  -0.018433  0.853049  0.040
C  -2.592008  1.704442  1.406388  -0.036
C  -3.512809  2.968296  1.065218  -0.167
C  -3.570950  3.359233  -0.495698  -0.133
C  -5.114635  3.225492  -0.974804  -0.238
O  -5.286575  1.970313  -1.701417  -0.119
C  -1.121089  2.012574  1.859761  -0.043
F  -0.637800  3.358607  1.915157  0.002
C  -0.241223  0.803765  2.236226  0.019
C  1.272526  1.081739  2.709266  -0.223
O  1.633002  2.157242  3.260117  0.063
C  4.670705  1.882711  -1.443221  -0.393
C  3.954619  0.960265  -2.574673  -0.026
O  4.890413  3.081055  -1.738100  0.049
H  7.958004  -0.396115  0.214247  0.077
H  6.600375  -0.954749  1.439789  0.064
H  7.067300  0.887778  1.316772  0.087
H  5.117217  -0.764773  -0.369410  0.050
H  6.309407  0.154302  -1.433195  0.132
H  2.962940  1.874486  0.555348  0.144
H  3.150483  0.162180  -0.089582  0.105
H  4.087771  1.261449  2.725285  0.133
H  4.572011  -0.459745  2.099717  0.096
H  -2.746255  -3.025224  2.605627  0.132
H  -3.751978  -2.408295  1.204285  0.112
H  -0.086123  -2.030721  -0.053829  0.084
H  1.038980  -3.799156  -1.790882  0.037
H  0.073867  -6.179338  -2.180598  0.081
H  -2.248199  -6.875265  -0.894109  0.082
H  -3.452882  -5.118710  0.766052  0.095
H  -5.037714  0.773363  1.158078  0.066
H  -4.405000  0.080990  -0.184015  0.086
H  -3.039194  3.862100  1.626638  0.109
H  -4.526936  2.784625  1.556807  0.099
H  -2.846846  2.773853  -1.153988  0.128
H  -3.335309  4.490846  -0.552446  0.116
H  -5.432858  4.102539  -1.641536  0.121
H  -5.855668  3.223106  -0.087985  0.119
H  -5.862540  1.428711  -1.119447  0.074
H  4.606331  0.907187  -3.511040  0.091
H  2.918544  1.382691  -2.865719  0.099
H  3.736641  -0.101821  -2.170643  0.053
C  -4.142490  8.925154  2.352156  -0.081
C  -5.548987  8.523481  2.759123  -0.278
O  -5.933768  7.238591  2.283695  -0.161
C  -5.141236  6.143905  2.721478  -0.290
C  -5.123237  5.969633  4.229477  -0.075
H  -4.038328  8.905045  1.263764  0.082
H  -3.917321  9.934007  2.707708  0.079
H  -3.389925  8.250174  2.764319  0.066
H  -6.258102  9.236265  2.330077  0.119
H  -5.677544  8.578376  3.845652  0.106
H  -4.126306  6.227335  2.319592  0.100
H  -5.576688  5.246285  2.270113  0.107
H  -4.686124  6.833766  4.734248  0.068
H  -4.535826  5.089688  4.504803  0.077
H  -6.140063  5.847375  4.613137  0.084
C  5.147315  -6.494995  -3.677113  -0.077
C  3.699649  -6.232260  -3.302517  -0.286
O  3.061008  -5.272759  -4.137285  -0.178
C  2.987627  -5.592126  -5.520728  -0.279
C  2.225295  -6.872698  -5.810177  -0.080
H  5.723709  -5.565898  -3.653433  0.083
H  5.597762  -7.205440  -2.979017  0.080
H  5.239659  -6.910382  -4.682357  0.066
H  3.665618  -5.829183  -2.286526  0.094
H  3.120435  -7.161951  -3.283700  0.107
H  3.991183  -5.621624  -5.956027  0.106
H  2.469049  -4.757826  -6.003183  0.120
H  2.706698  -7.744097  -5.360769  0.066
H  2.163424  -7.044197  -6.887821  0.079
H  1.211031  -6.814786  -5.404913  0.080

Forces on atoms 1 to 6 (eV/Å):
C -1.02 0.36 -1.11
C 0.23 -1.14 0.85
N -1.03 -0.33 -2.51
C -0.96 -1.41 1.09
C -1.17 0.76 -0.20
C 0.65 -1.18 0.16

SMILES: CCN(CCC1=C(N=C=S)C(=O)c2c(Cc3ccccc3)c(N)c(CCCO)c(F)c2C1=O)C(C)=O.CCOCC.CCOCC
E_LUMO in eV: -1.382
E_HOMO in eV: -8.596
HOMO-LUMO gap in eV: 7.21
Calculated total energy in a.u.: -2475.7028

***

Question: Which formula does entry 2 have?
Answer: C35H48BrF6InN4OSSbSe

***

Question: Among the records above, which one has the highest calculated total energy?
Answer: C35H48BN2O4ReS

***

Question: Number 1 is which compound?
Answer: C35H48BN2O4ReS